Run i
Density functional theory data (ωB97M-V with the def2-TZVPD basis set) for CHClFNO2 as an isolated structure.

As for the HOMO-LUMO gap: 10.89 eV. The HOMO energy is -10.493 eV. Its LUMO energy is 0.4 eV.

Atoms and positions in Å:
C 0.36 0.53 0.50
N -0.48 -0.57 -0.85
O -0.37 -1.71 -0.64
O -1.12 0.02 -1.63
F -0.66 1.01 1.19
Cl 1.29 -0.64 1.44
H 0.99 1.36 -0.02

Löwdin atomic charge list, values in e, 5 entries: C -0.57; N -0.38; O 0.05; O 0.09; F 0.00

=====

Run ii
Density functional theory data (ωB97M-V with the def2-TZVPD basis set) for a 2-piece molecular cluster, CHClFNO2 overall.

As for the HOMO-LUMO gap: 10.77 eV. The HOMO energy is -11.697 eV. Its LUMO energy is -0.9 eV.

Atoms and positions in Å:
C 0.34 -0.43 0.09
N -0.58 0.76 -0.16
O -0.60 1.53 0.73
O -1.02 0.88 -1.25
F 0.02 -0.87 1.31
Cl 0.05 -1.74 -1.15
H 1.78 -0.13 0.44

Löwdin atomic charge list, values in e, 5 entries: C -0.62; N -0.44; O 0.11; O 0.08; F -0.02

=====

The most stable arrangement is run i, and the next structure is 95.0 kJ/mol less stable.

=====

Run i
Density functional theory data (ωB97M-V with the def2-TZVPD basis set) for a 2-piece molecular cluster, C2H4ClOP overall.

As for the HOMO-LUMO gap (spin up / spin down): 7.64 / 7.64 eV. The HOMO energy (spin up / spin down) is -8.805 / -8.806 eV. Its LUMO energy (spin up / spin down) is -1.2 / -1.2 eV.

Atoms and positions in Å:
C -1.06 -0.41 -0.05
C 0.38 -0.09 0.02
O -4.10 -0.49 -0.22
P -2.09 -1.77 0.03
Cl -3.98 1.02 0.07
H -1.78 0.41 -0.01
H 0.42 0.31 -0.97
H 1.03 -1.03 0.14
H 0.40 0.69 0.74

Löwdin atomic charge list, values in e, 5 entries: C -0.59; C -0.15; O -0.99; P 1.01; Cl 0.54

=====

Run ii
Density functional theory data (ωB97M-V with the def2-TZVPD basis set) for C2H4ClOP as an isolated structure.

As for the HOMO-LUMO gap: 8.87 eV. The HOMO energy is -9.526 eV. Its LUMO energy is -0.7 eV.

Atoms and positions in Å:
C -0.21 -0.15 -0.34
C 1.28 0.21 0.25
O 3.50 -1.20 0.65
P 2.66 -0.86 -0.49
Cl 1.97 1.78 -0.08
H -0.65 -1.01 0.03
H -0.86 0.77 0.03
H -0.22 -0.20 -1.42
H 1.00 0.24 1.39

Löwdin atomic charge list, values in e, 5 entries: C -0.15; C -0.99; O -0.49; P 0.82; Cl 0.54

=====

The most stable arrangement is run ii, and the next structure is 384.0 kJ/mol less stable.

=====

Run i
Density functional theory data (ωB97M-V with the def2-TZVPD basis set) for a 2-piece molecular cluster, C3H9NOS overall.

The net charge is +1. As for the HOMO-LUMO gap (spin up / spin down): 6.38 / 7.52 eV. Its spin multiplicity is 2. The HOMO energy (spin up / spin down) is -14.931 / -14.372 eV. Its LUMO energy (spin up / spin down) is -8.6 / -6.8 eV.

Atoms and positions in Å:
C 1.33 0.75 -0.40
O 2.23 -0.12 -1.01
C 0.08 -0.01 0.22
C -0.86 0.96 0.93
S -1.84 -3.38 0.60
N -0.56 -0.78 -0.77
H 0.94 1.47 -1.12
H 1.86 1.26 0.38
H 1.81 -0.88 -1.41
H 0.53 -0.69 0.94
H -1.32 1.67 0.24
H -1.67 0.39 1.39
H -0.33 1.51 1.69
H -0.78 -1.78 -0.50
H -1.41 -0.38 -1.18

Löwdin atomic charge list, values in e, 5 entries: C -0.17; O 0.02; C -0.37; C -0.01; S 0.36

=====

Run ii
Density functional theory data (ωB97M-V with the def2-TZVPD basis set) for an isolated ion of composition C3H9NOS and charge +1.

The net charge is +1. As for the HOMO-LUMO gap (spin up / spin down): 11.46 / 5.18 eV. Its spin multiplicity is 2. The HOMO energy (spin up / spin down) is -14.636 / -13.798 eV. Its LUMO energy (spin up / spin down) is -3.2 / -8.6 eV.

Atoms and positions in Å:
C 0.29 1.49 0.34
O -0.95 1.93 -0.15
C 0.48 -0.05 0.14
C -0.38 -0.60 -1.07
S 0.31 -1.96 -1.94
N 0.26 -0.92 1.28
H 1.09 1.91 -0.28
H 0.44 1.70 1.37
H -1.60 1.92 0.57
H 1.56 -0.20 -0.10
H -0.53 0.23 -1.78
H -1.38 -0.77 -0.70
H -0.08 -3.01 -1.17
H -0.64 -0.76 1.71
H 1.13 -0.92 1.78

Löwdin atomic charge list, values in e, 5 entries: C -0.16; O -0.01; C -0.37; C -0.50; S 1.01

=====

The most stable arrangement is run ii, and the next structure is 222.1 kJ/mol less stable.

=====

Run i
Density functional theory data (ωB97M-V with the def2-TZVPD basis set) for a 2-piece molecular cluster, C2H6N3O2 overall.

The net charge is +1. As for the HOMO-LUMO gap: 9.30 eV. The HOMO energy is -14.171 eV. Its LUMO energy is -4.9 eV.

Atoms and positions in Å:
C 0.75 0.79 -0.07
C -1.52 -0.28 -0.09
N -1.21 -1.45 -0.49
N 0.96 1.90 0.51
N 1.59 -0.40 -0.15
O 2.22 -0.89 -1.06
O 1.37 -0.87 0.94
H -2.06 0.48 -0.73
H -1.52 -0.19 0.98
H -1.31 -1.53 -1.53
H -1.39 -2.29 0.07
H 0.20 2.52 0.75
H 1.91 2.20 0.88

Löwdin atomic charge list, values in e, 5 entries: C -0.03; C 0.02; N 0.12; N 0.18; N -0.42

=====

Run ii
Density functional theory data (ωB97M-V with the def2-TZVPD basis set) for a 2-piece molecular cluster, C2H6N3O2 overall.

The net charge is +1. As for the HOMO-LUMO gap: 7.55 eV. The HOMO energy is -11.871 eV. Its LUMO energy is -4.3 eV.

Atoms and positions in Å:
C -1.70 -0.61 2.22
C 1.12 0.47 -1.54
N -1.03 -0.26 1.24
N -0.54 0.13 0.31
N 1.63 -0.14 -2.56
O -1.00 -1.14 3.29
O 0.45 1.58 -1.78
H -2.60 -0.14 2.38
H 1.19 -0.07 -0.54
H 1.41 0.40 -3.36
H 2.49 -0.66 -2.63
H -1.64 -1.57 3.93
H 0.23 1.99 -0.95

Löwdin atomic charge list, values in e, 5 entries: C -0.20; C -0.19; N -0.05; N 0.18; N 0.25

=====

Run iii
Density functional theory data (ωB97M-V with the def2-TZVPD basis set) for a 2-piece molecular cluster, C2H6N3O2 overall.

The net charge is +1. As for the HOMO-LUMO gap: 9.03 eV. The HOMO energy is -14.387 eV. Its LUMO energy is -5.4 eV.

Atoms and positions in Å:
C 1.18 0.61 -0.03
C -1.31 -0.57 0.45
N -0.99 -1.12 1.63
N 1.89 1.56 -0.59
N 1.83 -0.73 -0.40
O 1.57 -1.69 0.31
O 2.50 -0.79 -1.39
H -1.02 -1.15 -0.48
H -1.90 0.35 0.57
H -0.37 -1.91 1.54
H -1.02 -0.59 2.46
H 1.65 2.58 -0.48
H 2.93 1.46 -0.87

Löwdin atomic charge list, values in e, 5 entries: C 0.02; C 0.13; N 0.17; N 0.12; N -0.42

=====

Run iv
Density functional theory data (ωB97M-V with the def2-TZVPD basis set) for an isolated ion of composition C2H6N3O2 and charge +1.

As for the SMILES: [NH2+]=C1NO[C@@H](O)N1. The net charge is +1. As for the HOMO-LUMO gap: 11.39 eV. The HOMO energy is -14.615 eV. Its LUMO energy is -3.2 eV.

Atoms and positions in Å:
N 0.43 -1.88 -0.50
C 0.25 -0.57 -0.39
N -0.08 0.24 -1.38
O -0.08 1.57 -0.93
C -0.13 1.49 0.49
O -1.41 1.55 0.99
N 0.37 0.14 0.74
H 0.37 -2.34 -1.39
H 0.61 -2.44 0.32
H -0.03 0.15 -2.39
H 0.53 2.27 0.89
H -1.77 2.44 0.97
H 0.32 -0.24 1.67

Löwdin atomic charge list, values in e, 5 entries: N 0.24; C -0.35; N 0.15; O 0.04; C -0.37

=====

The most stable arrangement is run iv, and the next structure is 249.7 kJ/mol less stable.

=====

Run i
Density functional theory data (ωB97M-V with the def2-TZVPD basis set) for C8H14 in the gas phase.

As for the SMILES: C=CC(=C)CCCC. As for the HOMO-LUMO gap: 9.85 eV. The HOMO energy is -8.801 eV. Its LUMO energy is 1.0 eV.

Atoms and positions in Å:
C -2.13 1.27 0.32
C -2.20 -0.06 0.36
C -1.09 -1.02 0.47
C -1.37 -2.32 0.56
C 0.29 -0.45 0.50
C 0.80 0.00 -0.91
C 1.67 1.26 -0.82
C 3.04 0.97 -0.24
H -3.03 1.82 0.11
H -1.19 1.80 0.38
H -3.20 -0.49 0.36
H -0.66 -3.13 0.67
H -2.41 -2.64 0.56
H 0.46 0.36 1.20
H 0.97 -1.26 0.79
H -0.05 0.16 -1.57
H 1.40 -0.81 -1.33
H 1.16 2.08 -0.33
H 1.81 1.54 -1.87
H 3.06 0.61 0.78
H 3.50 0.20 -0.87
H 3.76 1.79 -0.32

Löwdin atomic charge list, values in e, 5 entries: C 0.03; C -0.15; C -0.34; C 0.06; C -0.17

=====

Run ii
Density functional theory data (ωB97M-V with the def2-TZVPD basis set) for a 2-piece molecular cluster, C8H14 overall.

As for the SMILES: C/C=C/C.C=CC=C. As for the HOMO-LUMO gap: 9.98 eV. The HOMO energy is -8.950 eV. Its LUMO energy is 1.0 eV.

Atoms and positions in Å:
C 0.75 2.30 3.19
C 0.62 1.18 2.21
C -0.49 0.48 2.03
C -0.61 -0.71 1.11
H 1.49 2.09 3.97
H 1.11 3.21 2.69
H -0.21 2.53 3.65
H 1.47 0.97 1.56
H -1.37 0.74 2.61
H 0.06 -0.63 0.26
H -1.63 -0.75 0.73
H -0.41 -1.64 1.64
C 1.70 -1.46 -2.62
C 0.58 -0.77 -2.75
C -0.75 -1.21 -2.31
C -1.83 -0.47 -2.50
H 1.73 -2.45 -2.17
H 2.65 -1.08 -2.96
H 0.60 0.22 -3.20
H -0.85 -2.23 -1.95
H -2.83 -0.81 -2.24
H -1.78 0.50 -2.97

Löwdin atomic charge list, values in e, 5 entries: C -0.12; C -0.19; C -0.18; C -0.11; H 0.07

=====

The most stable arrangement is run i, and the next structure is 71.8 kJ/mol less stable.

=====

Run i
Density functional theory data (ωB97M-V with the def2-TZVPD basis set) for F2H2O4Si in the gas phase.

As for the SMILES: O[Si](O)(OF)OF. As for the HOMO-LUMO gap: 12.15 eV. The HOMO energy is -11.847 eV. Its LUMO energy is 0.3 eV.

Atoms and positions in Å:
O 0.08 0.11 0.99
Si 0.99 0.03 -0.34
O 0.07 0.33 -1.65
O 1.61 -1.47 -0.56
F 2.31 -2.15 0.42
O 2.28 1.14 -0.18
F 1.96 2.26 0.43
H 0.43 0.75 1.62
H -0.87 0.17 -1.83

Löwdin atomic charge list, values in e, 5 entries: O -0.05; Si 0.20; O -0.04; O -0.07; F -0.04

=====

Run ii
Density functional theory data (ωB97M-V with the def2-TZVPD basis set) for a 2-piece molecular cluster, F2H2O4Si overall.

As for the SMILES: O=[Si](O)F.OOF. As for the HOMO-LUMO gap: 8.74 eV. The HOMO energy is -9.918 eV. Its LUMO energy is -1.2 eV.

Atoms and positions in Å:
O 0.10 -0.11 0.19
Si 0.55 -1.26 -0.70
O 1.50 -1.12 -1.99
F 0.34 -2.86 -0.60
H 1.76 -1.93 -2.42
O -0.26 2.18 1.31
O -1.62 2.40 1.19
F -2.25 1.50 2.08
H -0.13 1.19 0.94

Löwdin atomic charge list, values in e, 5 entries: O -0.22; Si 0.47; O -0.05; F -0.08; H 0.07

=====

The most stable arrangement is run i, and the next structure is 14.9 kJ/mol less stable.

=====

Run i
Density functional theory data (ωB97M-V with the def2-TZVPD basis set) for C6H7FO in the gas phase.

As for the SMILES: C=C[C@H](C=O)/C=C/F. As for the HOMO-LUMO gap: 10.43 eV. The HOMO energy is -9.555 eV. Its LUMO energy is 0.9 eV.

Atoms and positions in Å:
C 0.86 2.29 0.18
C 1.43 1.09 0.23
C 0.94 -0.19 -0.42
C 0.23 0.12 -1.72
O -0.95 0.13 -1.87
C 0.26 -1.08 0.53
C -0.99 -0.88 0.89
F -1.60 -1.50 1.93
H 1.25 3.16 0.79
H -0.04 2.54 -0.39
H 2.33 0.95 0.81
H 1.90 -0.68 -0.67
H 0.94 0.32 -2.50
H 0.86 -1.84 1.01
H -1.67 -0.15 0.35

Löwdin atomic charge list, values in e, 5 entries: C 0.02; C -0.14; C -0.32; C -0.24; O 0.08

=====

Run ii
Density functional theory data (ωB97M-V with the def2-TZVPD basis set) for a 2-piece molecular cluster, C6H7FO overall.

As for the SMILES: Fc1ccccc1.O. As for the HOMO-LUMO gap: 10.30 eV. The HOMO energy is -9.572 eV. Its LUMO energy is 0.7 eV.

Atoms and positions in Å:
F -1.25 1.82 -1.64
C -0.83 0.64 -1.06
C -1.52 0.26 0.11
C -1.28 -0.98 0.74
C -0.15 -1.69 0.31
C 0.60 -1.26 -0.82
C 0.24 -0.07 -1.52
H -2.42 0.80 0.44
H -1.96 -1.42 1.48
H -0.04 -2.67 0.78
H 1.54 -1.77 -1.08
H 0.92 0.30 -2.30
O 2.40 2.20 1.51
H 1.53 2.56 1.81
H 2.20 1.27 1.24

Löwdin atomic charge list, values in e, 5 entries: F 0.03; C -0.27; C -0.02; C -0.08; C -0.11

=====

The most stable arrangement is run ii, and the next structure is 169.9 kJ/mol less stable.

=====

Run i
Density functional theory data (ωB97M-V with the def2-TZVPD basis set) for C2H4FNO in the gas phase.

As for the SMILES: C/C(F)=[NH+]\[O-]. As for the HOMO-LUMO gap: 9.37 eV. The HOMO energy is -8.532 eV. Its LUMO energy is 0.8 eV.

Atoms and positions in Å:
C 1.07 0.30 0.10
C -0.14 -0.54 0.17
F -0.01 -1.80 0.61
N -1.29 -0.07 -0.19
O -1.43 1.13 -0.55
H 0.75 1.10 0.78
H 1.22 0.73 -0.95
H 1.97 -0.30 0.32
H -2.15 -0.56 -0.30

Löwdin atomic charge list, values in e, 5 entries: C 0.00; C -0.34; F 0.09; N -0.10; O -0.13

=====

Run ii
Density functional theory data (ωB97M-V with the def2-TZVPD basis set) for a 2-piece molecular cluster, C2H4FNO overall.

As for the SMILES: [O-][N+]1=CC1.F. As for the HOMO-LUMO gap: 9.83 eV. The HOMO energy is -9.041 eV. Its LUMO energy is 0.8 eV.

Atoms and positions in Å:
O 0.79 -1.36 -0.35
N -0.29 -0.93 0.05
C -1.35 -0.99 0.82
C -1.02 0.32 0.22
H -2.12 -1.65 1.17
H -1.50 0.42 -0.78
H -0.42 1.09 0.73
F 3.06 1.49 -0.50
H 2.86 1.60 -1.36

Löwdin atomic charge list, values in e, 5 entries: O 0.00; N -0.28; C 0.03; C -0.06; H 0.10

=====

The most stable arrangement is run i, and the next structure is 223.1 kJ/mol less stable.